{
  "formula": "C25H23N5PtS3",
  "method": "ωB97M-V/def2-TZVPD",
  "relative_energy_kj_mol": 47.2,
  "total_charge": -1,
  "orbital_gap_ev": [6.736, 5.070],
  "e_homo_ev": [-4.022, -4.727],
  "multiplicity": 4,
  "species": ["Pt", "N", "C", "C", "C", "C", "C", "C", "C", "C", "C", "C", "C", "C", "H", "H", "H", "H", "H", "H", "H", "H", "H", "H", "N", "C", "S", "N", "C", "C", "C", "C", "C", "C", "H", "H", "H", "H", "H", "H", "H", "H", "S", "C", "C", "C", "C", "C", "N", "C", "S", "N", "H", "H", "H", "H", "H"],
  "positions_angstrom": [[-0.028, -0.079, -1.240], [2.648, 0.886, -0.165], [3.702, 0.256, -0.779], [4.883, 0.968, -1.025], [6.002, 0.357, -1.553], [5.962, -0.993, -1.870], [4.794, -1.701, -1.640], [3.651, -1.117, -1.085], [2.473, -2.018, -0.898], [2.761, -3.291, -0.388], [1.836, -4.320, -0.416], [0.619, -4.120, -1.046], [0.302, -2.856, -1.515], [1.160, -1.765, -1.360], [2.622, 1.887, -0.275], [1.734, 0.438, -0.325], [4.900, 2.025, -0.779], [6.899, 0.936, -1.736], [6.827, -1.491, -2.288], [4.755, -2.748, -1.913], [3.737, -3.465, 0.049], [2.079, -5.283, 0.018], [-0.104, -4.922, -1.134], [-0.654, -2.716, -1.993], [0.356, 4.137, -0.056], [-0.190, 2.823, -0.065], [-1.926, 2.745, -0.821], [0.024, 2.135, 1.141], [-0.401, 2.563, 2.397], [-0.893, 3.844, 2.653], [-1.265, 4.196, 3.943], [-1.156, 3.293, 4.989], [-0.680, 2.013, 4.732], [-0.306, 1.649, 3.453], [0.485, 4.478, -1.000], [1.224, 4.172, 0.465], [-0.026, 1.134, 1.031], [-0.995, 4.551, 1.843], [-1.658, 5.188, 4.128], [-1.450, 3.578, 5.992], [-0.616, 1.287, 5.533], [0.051, 0.646, 3.249], [0.485, 2.573, -2.785], [-0.312, 2.034, -1.331], [-6.653, -0.766, -1.080], [-5.352, -1.517, -1.061], [-5.232, -2.774, -1.651], [-3.998, -3.385, -1.530], [-2.964, -2.814, -0.929], [-3.146, -1.578, -0.437], [-1.843, -0.777, 0.389], [-4.324, -0.930, -0.467], [-7.492, -1.442, -0.910], [-6.788, -0.299, -2.059], [-6.639, 0.011, -0.320], [-6.061, -3.252, -2.155], [-3.822, -4.383, -1.926]],
  "forces_ev_per_a": [[-1.11, -1.06, 0.03], [-0.06, -0.17, 0.13], [0.12, -0.08, 0.05], [-0.03, 0.04, 0.01], [-0.04, 0.04, -0.07], [0.07, -0.09, 0.03], [0.05, 0.08, 0.03], [0.03, 0.01, -0.09], [0.01, -0.07, -0.08], [-0.03, 0.12, 0.02], [-0.05, -0.11, -0.07], [0.01, -0.08, 0.09], [0.01, -0.06, -0.14], [0.11, 0.38, 0.19], [-0.11, 0.00, -0.03], [0.51, 0.39, 0.30], [0.02, 0.00, 0.00], [0.00, 0.01, 0.03], [-0.02, 0.02, -0.04], [-0.04, -0.01, 0.00], [0.02, 0.01, -0.03], [0.02, 0.01, -0.01], [0.00, 0.00, -0.01], [-0.23, 0.05, 0.09], [0.09, 0.11, 0.12], [-0.46, 0.07, -0.40], [-0.07, -0.08, -0.10], [0.18, 0.04, 0.13], [-0.03, 0.07, -0.03], [-0.10, 0.00, -0.03], [0.02, -0.08, 0.03], [-0.04, 0.06, 0.10], [-0.03, -0.01, -0.04], [-0.04, 0.02, 0.01], [0.09, -0.01, -0.02], [0.05, -0.09, -0.10], [0.06, -0.11, -0.12], [0.03, -0.02, -0.02], [0.02, 0.01, -0.02], [0.00, -0.01, -0.01], [0.03, 0.00, 0.00], [0.01, 0.01, 0.00], [-0.10, -0.17, 0.02], [0.39, 0.53, 0.49], [0.06, -0.07, -0.06], [0.00, -0.08, 0.00], [0.10, -0.02, 0.07], [-0.06, 0.08, -0.05], [0.24, 0.06, -0.03], [-0.45, -0.22, -0.21], [0.87, 0.27, -0.18], [0.00, 0.11, -0.01], [-0.03, 0.03, -0.01], [-0.04, 0.04, 0.03], [0.00, 0.02, -0.01], [-0.01, -0.01, 0.02], [-0.05, 0.03, -0.01]]
}